[1]
A cluster of 2 separate species, C5H13NO in total in a non-equilibrium geometry, computed with ωB97M-V with the def2-TZVPD basis set.

Values from the calculation:
Energy: -328.25556 Ha
Charge: 0
Structure (SMILES): CC(C)=C(C)N.O
Relative energy (zero: lowest compared OMol25 entry of this formula, charge and spin): 39.7 kcal per mole

```
20
Properties=species:S:1:pos:R:3:forces:R:3
C 1.969 -0.593 -0.803 2.193 1.419 -1.011
C 0.777 -0.066 -0.078 0.498 -0.040 -1.273
C 1.054 -0.002 1.391 -1.127 -0.167 0.859
C -0.300 0.353 -0.747 -1.365 1.822 -0.525
C -1.422 1.098 -0.094 -1.232 0.677 0.505
N -0.478 0.436 -2.172 2.034 -1.751 0.325
H 2.218 -0.309 -1.881 -1.472 -0.969 0.878
H 2.120 -1.632 -0.541 0.333 -0.345 -0.439
H 2.859 -0.017 -0.438 -0.480 -0.671 0.584
H 1.390 -0.976 1.802 0.584 0.588 -0.499
H 0.146 0.091 1.970 -0.403 0.444 0.105
H 1.678 0.853 1.704 0.184 -0.578 -0.287
H -2.198 0.393 0.232 0.199 0.308 0.351
H -1.080 1.794 0.689 -0.161 -0.673 0.173
H -2.040 1.768 -0.726 0.865 -0.390 -0.378
H 0.033 -0.351 -2.581 -0.011 0.549 -0.243
H -1.409 0.370 -2.540 -0.526 0.150 0.552
O -2.037 -1.221 1.880 0.345 0.142 -0.260
H -1.738 -0.305 1.750 -0.285 -0.518 0.319
H -1.544 -1.684 1.184 -0.175 0.005 0.264
```
Positions in Å, forces in eV/Å.

=====

[2]
A cluster of 2 separate species, C5H13NO in total in a non-equilibrium geometry, computed with ωB97M-V with the def2-TZVPD basis set.

Values from the calculation:
Energy: -328.28659 Ha
Charge: 0
Structure (SMILES): CC(N)=O.CCC
Relative energy (zero: lowest compared OMol25 entry of this formula, charge and spin): 20.2 kcal per mole

```
20
Properties=species:S:1:pos:R:3:forces:R:3
C -0.225 -1.087 -2.774 -0.338 0.789 -2.156
C -1.472 -0.795 -1.991 1.107 -0.914 1.716
N -2.099 -1.900 -1.459 -0.501 0.221 -0.372
O -1.808 0.317 -1.661 -0.353 0.484 -0.433
H -0.243 -0.352 -3.582 -0.145 0.190 -0.111
H -0.294 -2.016 -3.336 0.345 -0.397 0.488
H 0.756 -0.870 -2.365 -0.204 -0.466 0.844
H -3.015 -1.685 -1.090 0.124 -0.290 0.139
H -1.912 -2.849 -1.752 -0.013 0.395 -0.085
C 1.779 0.887 0.808 0.210 0.473 0.196
C 0.655 1.493 1.638 -2.471 0.407 -0.013
C 0.343 0.732 2.972 1.244 1.593 -0.520
H 1.563 0.794 -0.256 -0.228 0.159 0.019
H 1.962 -0.121 1.180 0.259 0.000 -0.064
H 2.684 1.492 0.889 0.164 -0.280 0.075
H 0.612 2.576 1.821 1.359 -0.108 0.131
H -0.266 1.524 1.041 -0.013 -0.797 -0.164
H -0.610 0.218 2.957 0.332 -0.686 -0.052
H 1.280 0.205 3.156 -0.635 -0.971 0.316
H 0.309 1.434 3.803 -0.244 0.197 0.048
```
Positions in Å, forces in eV/Å.

=====

[3]
The molecule C5H13NO in a non-equilibrium geometry, computed with ωB97M-V with the def2-TZVPD basis set.

Values from the calculation:
Energy: -328.25823 Ha
Charge: 0
Structure (SMILES): CN(C)CCCO
Relative energy (zero: lowest compared OMol25 entry of this formula, charge and spin): 38.0 kcal per mole

```
20
Properties=species:S:1:pos:R:3:forces:R:3
C -0.619 -2.201 1.056 1.238 -1.279 0.318
N 0.145 -1.278 0.238 -0.966 0.372 -0.086
C 1.477 -0.989 0.782 -0.788 0.166 -0.573
C -0.641 -0.058 -0.031 0.169 0.281 0.453
C -0.173 0.720 -1.255 0.684 -0.054 -0.006
C -0.420 2.237 -1.288 0.000 -0.367 -0.296
O -0.364 2.900 -0.044 -0.930 0.265 -0.179
H -0.123 -3.181 0.975 -0.199 0.055 -0.107
H -0.581 -2.025 2.139 -0.322 0.577 0.078
H -1.641 -2.358 0.728 -0.094 0.340 -0.144
H 1.450 -0.067 1.380 0.185 -0.067 0.082
H 1.842 -1.804 1.402 -0.035 -0.103 -0.069
H 2.133 -0.862 -0.075 0.444 0.150 0.202
H -0.563 0.634 0.827 -0.042 -0.118 0.077
H -1.696 -0.328 -0.074 0.037 -0.042 -0.259
H 0.909 0.601 -1.300 0.210 -0.105 0.088
H -0.513 0.294 -2.200 -0.231 -0.098 0.067
H -1.398 2.454 -1.717 -0.018 0.122 0.147
H 0.347 2.647 -1.954 -0.189 0.141 -0.164
H 0.429 2.664 0.413 0.847 -0.236 0.369
```
Positions in Å, forces in eV/Å.